[1]
93
Properties=species:S:1:pos:R:3 method="wB97M-V/def2-TZVPD" multiplicity=1 relative_energy_ev=0.035 homo_energy_ha=-0.2846
Ti 0.908 0.110 0.506
C 3.857 2.440 -1.123
C 4.236 0.962 -1.180
C 4.009 0.201 0.137
N 2.787 -0.601 0.119
C 2.843 -1.809 -0.474
C 3.988 -2.277 -1.131
C 4.273 -3.489 -1.743
C 3.488 -4.608 -1.923
C 2.162 -4.736 -1.539
C 1.342 -3.844 -0.881
C 1.589 -2.559 -0.363
N 0.637 -1.889 0.285
C -0.619 -2.546 0.622
C -1.343 -1.744 1.689
C -0.412 -1.385 2.838
N 0.510 -0.320 2.457
C 1.077 0.413 3.409
C 1.057 0.015 4.759
C 1.418 0.689 5.911
C 1.873 1.987 6.073
C 2.131 2.887 5.055
C 2.083 2.727 3.680
C 1.721 1.623 2.888
N 1.818 1.628 1.562
C 2.287 2.853 0.905
C 2.451 2.781 -0.617
H 4.584 2.974 -0.500
H 3.966 2.850 -2.130
H 3.663 0.468 -1.970
H 5.288 0.891 -1.471
H 4.859 -0.444 0.372
H 3.933 0.896 0.969
H 4.805 -1.573 -1.186
H 5.274 -3.551 -2.157
H 3.931 -5.445 -2.447
H 1.677 -5.664 -1.822
H 0.320 -4.180 -0.780
H -1.243 -2.672 -0.269
H -0.402 -3.543 1.023
H -1.785 -0.838 1.267
H -2.172 -2.341 2.072
H -1.008 -1.040 3.688
H 0.136 -2.280 3.162
H 0.692 -0.989 4.925
H 1.295 0.117 6.824
H 2.036 2.330 7.086
H 2.445 3.875 5.375
H 2.361 3.611 3.128
H 1.573 3.651 1.138
H 3.248 3.154 1.339
H 1.696 2.140 -1.077
H 2.200 3.777 -0.987
C -5.500 -0.068 -1.838
C -4.152 -0.320 -2.028
C -3.280 -0.048 -0.984
N -3.667 0.436 0.196
C -4.967 0.676 0.362
C -5.918 0.444 -0.619
H -6.213 -0.265 -2.628
H -3.773 -0.716 -2.961
H -2.215 -0.217 -1.101
H -5.259 1.076 1.328
H -6.960 0.661 -0.427
F 0.513 1.892 -3.876
C -0.269 0.813 -3.897
F -0.433 0.424 -5.156
F -1.447 1.116 -3.370
S 0.550 -0.523 -2.920
O 0.749 0.166 -1.644
O 1.732 -0.864 -3.647
N -0.465 -1.654 -2.650
S -1.259 -2.622 -3.627
O -1.665 -3.758 -2.855
O -2.213 -1.919 -4.428
C -0.047 -3.302 -4.853
F -0.655 -4.281 -5.523
F 0.337 -2.369 -5.716
F 1.026 -3.805 -4.246
O -0.789 3.295 -0.438
C -0.894 2.490 0.454
O -0.601 1.201 0.300
C -1.271 2.881 1.850
C -1.795 1.959 2.749
C -2.053 2.339 4.058
C -1.784 3.638 4.471
C -1.285 4.566 3.567
C -1.037 4.190 2.256
H -2.020 0.961 2.403
H -2.466 1.623 4.757
H -1.977 3.929 5.496
H -1.091 5.582 3.885
H -0.658 4.899 1.531

***

[2]
82
Properties=species:S:1:pos:R:3 method="wB97M-V/def2-TZVPD" multiplicity=1 relative_energy_ev=1.255 charge=+3 homo_energy_ha="-0.5722 / -0.5722"
V -0.325 -0.409 0.432
O -2.792 2.928 -0.044
C -4.013 2.443 0.317
C -5.104 3.279 0.492
C -6.346 2.745 0.792
C -6.528 1.371 0.913
C -5.452 0.533 0.734
C -4.176 1.056 0.452
C -3.099 0.118 0.262
O -1.841 0.488 0.635
N -3.199 -1.062 -0.227
N -1.979 -1.702 -0.142
C -2.110 -2.968 -0.342
S -3.546 -3.751 -0.836
C -2.805 -5.411 -0.915
C -1.316 -5.285 -1.204
S -0.726 -4.018 -0.034
H -2.875 3.871 -0.238
H -4.985 4.351 0.380
H -7.188 3.411 0.926
H -7.503 0.967 1.145
H -5.574 -0.537 0.828
H -3.300 -5.942 -1.727
H -2.996 -5.941 0.017
H -1.107 -4.951 -2.222
H -0.787 -6.211 -0.982
I 2.972 -0.533 -1.464
C 3.915 -1.690 0.002
C 5.044 -1.193 0.590
C 5.824 -2.027 1.415
C 5.494 -3.347 1.544
C 4.337 -3.875 0.920
C 4.064 -5.262 0.970
C 2.986 -5.786 0.312
C 2.080 -4.925 -0.321
C 2.262 -3.558 -0.353
P 0.857 -2.509 -0.873
C 0.496 -2.712 -2.612
C 1.256 -3.591 -3.392
C 0.967 -3.734 -4.741
C -0.071 -3.006 -5.311
C -0.823 -2.125 -4.540
C -0.542 -1.973 -3.193
C 0.024 -1.032 2.207
C -0.913 -1.472 3.145
C -0.473 -2.303 4.160
C 0.869 -2.692 4.220
C 1.786 -2.251 3.278
C 1.365 -1.397 2.262
C 3.469 -3.017 0.186
H 5.373 -0.180 0.401
H 6.710 -1.626 1.887
H 6.130 -4.018 2.107
H 4.744 -5.909 1.508
H 2.812 -6.853 0.296
H 1.232 -5.373 -0.817
H 2.082 -4.139 -2.960
H 1.558 -4.403 -5.351
H -0.287 -3.118 -6.365
H -1.620 -1.551 -4.991
H -1.126 -1.271 -2.611
H -1.950 -1.166 3.087
H -1.169 -2.649 4.913
H 1.197 -3.336 5.025
H 2.828 -2.536 3.345
H 2.095 -0.996 1.562
C -1.146 2.234 3.021
Ge 0.531 2.303 2.054
C 0.892 4.030 1.216
C 2.092 1.628 3.003
C 0.386 1.329 0.092
H -1.069 2.931 3.858
H -1.349 1.247 3.431
H -1.970 2.545 2.384
H 1.004 4.769 2.012
H 0.066 4.343 0.579
H 1.812 4.019 0.634
H 2.513 2.466 3.563
H 2.867 1.276 2.322
H 1.844 0.841 3.713
H 1.391 1.448 -0.304
H -0.327 2.012 -0.368